DFT (ωB97M-V/def2-TZVPD) results for C16H13BF5N6ORhS as an isolated structure.

Geometry as XYZ:
```
44
Properties=species:S:1:pos:R:3:forces:R:3
Rh 0.2098 0.4139 0.4019 1.1204 0.7964 0.3256
C 3.2192 0.8805 -2.6115 -0.0222 0.0963 -0.0144
C 2.8337 0.3750 -1.3736 0.1216 0.0539 0.2104
N 1.7615 1.0286 -0.9237 -0.7578 -0.5650 -0.8834
N 1.4241 1.9232 -1.8727 0.1897 0.4222 0.2623
C 2.2861 1.8676 -2.8904 0.1312 -0.0947 0.0351
B 0.1931 2.8099 -1.6218 -0.0774 -0.0081 -0.0117
N -1.0320 1.8720 -1.7633 -0.1022 0.2127 0.2604
C -1.9914 1.7920 -2.6860 -0.1300 -0.0732 0.0016
C -2.8517 0.7597 -2.3437 0.0288 0.1011 -0.0192
C -2.3316 0.2448 -1.1631 -0.1679 0.0708 0.2560
N -1.2516 0.9427 -0.8086 0.1873 -0.3578 -0.8358
N 0.2011 3.3195 -0.1582 0.1855 -0.1148 -0.0299
C 0.1591 4.5746 0.3202 -0.0081 0.0270 -0.0073
C 0.1613 4.5223 1.6988 -0.0247 -0.0077 -0.0294
C 0.2035 3.1561 1.9987 0.0486 0.0161 0.0458
N 0.2354 2.4530 0.8797 -0.1039 0.1622 0.1164
H 4.0551 0.5746 -3.2152 -0.0025 0.0208 0.0148
H 3.2897 -0.3956 -0.7739 -0.1096 -0.0921 -0.0608
H 2.1852 2.5274 -3.7365 0.0105 0.0168 0.0365
H 0.1531 3.7094 -2.4123 -0.0827 -0.0153 0.0540
H -2.0099 2.4811 -3.5141 0.0082 -0.0006 0.0259
H -3.7270 0.4265 -2.8718 -0.0010 0.0271 0.0144
H -2.6906 -0.5572 -0.5409 0.1007 -0.0760 -0.0631
H 0.1268 5.4137 -0.3547 0.0074 -0.0160 0.0021
H 0.1283 5.3479 2.3873 0.0114 -0.0096 -0.0115
H 0.2134 2.6463 2.9484 -0.0283 -0.0120 -0.0275
C -1.0932 -1.0387 2.6434 0.0727 0.2304 0.0477
O -0.3542 0.0685 2.1822 -0.6750 -0.4846 0.2199
H -1.1762 -0.9815 3.7319 0.0019 0.0425 0.0166
H -0.6299 -1.9909 2.3845 -0.0317 0.0090 0.0799
H -2.1066 -1.0237 2.2276 -0.0330 -0.0061 -0.0104
F -0.1592 -6.4709 2.6635 -0.0117 -0.0088 0.0275
C -0.0774 -5.3565 1.9407 0.0010 -0.0128 0.0088
C -1.1290 -4.9771 1.1269 -0.0186 0.0059 -0.0201
F -2.2306 -5.7284 1.0780 -0.0111 0.0013 0.0030
C -1.0290 -3.8231 0.3706 0.0364 -0.0529 0.0315
F -2.0790 -3.4926 -0.3856 -0.0139 0.0350 -0.0164
C 0.1075 -3.0218 0.3908 -0.0008 0.0561 -0.0767
S 0.2626 -1.6273 -0.6698 0.0646 -0.4121 0.0378
C 1.1413 -3.4290 1.2271 0.0426 -0.0236 -0.0470
F 2.2588 -2.7032 1.3121 0.0232 0.0195 0.0097
C 1.0630 -4.5755 1.9951 0.0199 0.0248 0.0177
F 2.0771 -4.9377 2.7824 0.0007 -0.0041 0.0031
```
Positions in Å, forces in eV/Å.

Highest occupied orbital energy, eV: -8.20
M, g/mol: 546.10
Energy relative to the best compared isomer or geometry (same formula, charge and spin), kJ/mol: 10.8